Entry 1:
DFT (the ωB97M-V functional and the def2-TZVPD basis) results for a molecular structure, C17H56HgN2O18 in a non-equilibrium geometry.

E in a.u.: -2298.31865
E_HOMO in eV: -9.501
Net charge: 0
Frontier orbital gap in eV: 6.204

```
94
Properties=species:S:1:pos:R:3:mulliken_charge:R:1
Hg 3.91398 1.54237 -0.58228 1.208
C -0.38720 0.22044 -0.17010 0.452
C 1.07686 0.00267 0.19588 0.544
O 2.15448 0.11674 -0.68918 -0.062
H -0.61815 -0.48727 -0.96811 -0.929
H -0.58955 1.21838 -0.56766 -0.026
H -1.05685 0.10483 0.68095 0.093
H 1.06842 -0.95521 0.74634 -0.430
H 1.28540 0.57986 1.11095 -0.123
C 3.72615 0.99267 3.07376 -0.471
C 3.90455 2.42071 2.59643 -0.525
O 3.28492 2.77410 1.40556 -0.834
H 3.81276 0.83892 4.14902 0.453
H 4.35996 0.30340 2.51114 0.179
H 2.70365 0.66023 2.85835 0.072
H 5.00029 2.49693 2.56966 0.484
H 3.55130 3.08696 3.39208 0.287
C -1.34575 4.71624 1.40581 -0.437
C -0.01275 4.05521 1.11121 0.554
O 0.66302 3.66978 2.29262 -0.607
O -1.29725 6.04548 1.87963 -0.605
H -1.84420 4.07453 2.13953 0.240
H -1.96371 4.71134 0.50947 0.247
H 0.67899 4.70163 0.56330 0.349
H -0.18471 3.10815 0.58860 -0.399
H 1.43609 3.13559 2.07387 0.123
H -0.73778 6.14748 2.65383 0.341
C -1.34957 -3.79743 0.97234 0.534
C -2.53245 -2.83773 0.98638 0.293
O -3.76324 -3.45174 0.59439 -0.590
O -1.44081 -4.67959 2.11819 -0.589
H -0.39921 -3.25835 0.96818 -0.292
H -1.38305 -4.47698 0.11961 0.168
H -2.38862 -2.09291 0.19869 -0.390
H -2.74668 -2.30439 1.91516 0.262
H -4.05273 -4.01379 1.32082 0.320
H -0.58229 -4.56484 2.53702 0.335
C -3.90845 -0.26095 -2.92424 -0.908
C -3.19531 0.87246 -3.62493 0.159
O -3.52448 2.10634 -3.04525 -0.543
O -3.32408 -0.37325 -1.59833 -0.208
H -3.88248 -1.11894 -3.60219 0.379
H -4.96510 -0.01973 -2.79351 0.445
H -3.60316 0.91820 -4.63712 0.445
H -2.12524 0.65213 -3.63514 -0.156
H -3.17545 2.12810 -2.14804 0.396
H -4.07687 -0.59614 -1.03911 0.198
C 3.84524 -3.76527 2.68878 -0.896
C 3.33496 -2.55590 1.92944 0.722
O 2.97456 -2.92581 0.60386 -0.593
O 2.82272 -4.64304 3.12107 -0.496
H 4.48451 -3.42343 3.51063 0.321
H 4.58140 -4.32074 2.09891 0.379
H 4.08493 -1.76592 1.84777 -0.282
H 2.50411 -2.13140 2.50127 0.217
H 2.49402 -2.19256 0.19493 0.197
H 3.14246 -5.54660 3.09147 0.313
C 0.07562 -2.87458 -2.58639 0.171
C -0.93509 -2.07166 -3.47450 0.252
O -0.75955 -2.38722 -4.82624 -0.585
O -0.26551 -4.24145 -2.39787 -0.617
H 0.16965 -2.49623 -1.56107 -0.131
H 1.06992 -2.87349 -3.04635 0.363
H -0.81945 -1.01140 -3.25983 -0.557
H -1.94519 -2.34173 -3.15013 0.273
H -0.86395 -3.34168 -4.90077 0.390
H 0.42949 -4.51207 -1.79043 0.383
C -3.94957 2.31291 1.19804 -0.876
C -3.17047 1.56684 2.26663 1.053
O -3.73846 1.97995 3.49611 -0.600
O -3.39765 2.28090 -0.09569 -0.367
H -4.09963 3.34965 1.49175 0.422
H -4.95499 1.87326 1.16010 0.408
H -2.17339 2.02732 2.34649 -0.582
H -2.93232 0.50233 2.16019 -0.039
H -3.05543 1.92226 4.16849 0.348
H -3.43510 1.37215 -0.42373 0.147
C 0.23579 2.12496 -3.86540 0.501
O 0.21748 3.10899 -3.11749 -0.657
N -0.38542 2.06904 -5.07287 -0.364
N 0.74653 0.94787 -3.48109 -0.119
H -0.99309 2.81940 -5.35108 0.239
H -0.19360 1.35731 -5.75385 0.189
H 0.84251 0.11808 -4.04017 0.275
H 1.16618 0.91681 -2.56461 -0.040
O 3.18556 -1.40362 -3.05440 -0.653
H 3.85023 -0.71015 -3.08110 0.287
H 2.72069 -1.26288 -2.21280 0.230
O 0.44032 1.82979 4.43123 -0.609
H 0.55493 2.00861 3.48784 0.316
H 0.06553 0.94425 4.46993 0.313
O 5.21214 -0.21075 0.10491 -0.645
H 6.03336 -0.55707 0.47527 0.308
H 4.61936 -0.97864 0.04917 0.255
```

Entry 2:
DFT (the ωB97M-V functional and the def2-TZVPD basis) results for 11 unconnected molecules or ions with the total composition C17H57N2O11 in a non-equilibrium geometry.

E in a.u.: -1618.50557
E_HOMO in eV: -11.792
Net charge: +1
Frontier orbital gap in eV: 9.053

```
87
Properties=species:S:1:pos:R:3:mulliken_charge:R:1
O 6.14592 -1.35962 1.12640 -0.447
C 5.34486 -0.11979 1.29923 -0.252
C 4.65865 0.39789 -0.13911 -0.680
C 3.59345 -0.74174 -0.55924 -0.118
N 2.31990 -0.34744 -1.21888 0.081
C 1.67679 0.91042 -0.72375 -0.800
C 1.42764 0.90652 0.89168 -0.067
N 1.02661 -0.42402 1.47177 0.067
C 0.61307 -1.48645 0.48978 -0.506
C 1.32644 -1.45660 -0.97202 -0.325
H 6.14086 -1.61231 0.15506 0.312
H 4.49494 -0.35842 2.10014 0.105
H 6.00443 0.75242 1.74319 0.306
H 5.49899 0.47637 -0.97970 0.330
H 4.26302 1.46834 0.08429 0.261
H 4.16057 -1.47810 -1.30907 0.279
H 3.39162 -1.41702 0.40447 0.023
H 2.40595 1.80976 -0.99236 0.336
H 0.63343 1.08343 -1.27428 0.332
H 2.36497 1.29661 1.51838 0.214
H 0.55236 1.68491 1.11472 -0.037
H 0.18106 -0.24023 2.08997 0.312
H 1.79920 -0.71639 2.13797 0.467
H -0.57646 -1.48321 0.44282 0.335
H 0.88871 -2.53179 0.99478 0.196
H 0.45588 -1.45950 -1.78364 -0.178
H 1.88454 -2.50088 -1.12042 0.427
C -0.48534 2.03891 4.17477 -0.567
O -1.24364 1.03533 3.52501 -0.557
H 0.45009 1.60196 4.53210 0.300
H -0.26305 2.84322 3.46916 0.110
H -1.04988 2.43069 5.02438 0.362
H -2.06696 1.45239 3.21909 0.319
C -1.07137 -1.71946 -4.72358 -0.499
O 0.01830 -0.81572 -4.73984 -0.534
H -1.64219 -1.60440 -5.64800 0.251
H -0.69582 -2.74340 -4.65492 0.269
H -1.71644 -1.49850 -3.86971 0.221
H 0.50575 -0.94084 -3.90789 0.317
C -2.29254 4.18468 1.69688 -0.490
O -3.12722 3.13310 2.14618 -0.539
H -1.57537 3.78563 0.97572 0.104
H -2.90116 4.95367 1.21474 0.346
H -1.75307 4.61109 2.54610 0.274
H -3.75241 3.51721 2.78414 0.309
C -4.97688 -3.12828 -5.78131 -0.490
O -3.99784 -2.28789 -5.19855 -0.479
H -4.47836 -3.96875 -6.26991 0.291
H -5.64436 -3.50600 -5.00285 0.220
H -5.54734 -2.56444 -6.52339 0.177
H -4.46969 -1.55195 -4.77293 0.266
C 6.75117 -4.10104 2.94105 -0.457
O 5.58160 -4.65282 2.36482 -0.511
H 7.15227 -4.80503 3.67396 0.262
H 7.49601 -3.92724 2.16052 0.211
H 6.50399 -3.16068 3.43970 0.195
H 5.24877 -4.00636 1.71929 0.287
C 1.05117 5.92528 1.12526 -0.685
O -0.11840 5.37350 0.54903 -0.321
H 1.45227 5.22129 1.85817 0.211
H 1.79601 6.09908 0.34474 0.279
H 0.80399 6.86564 1.62391 0.306
H -0.45123 6.01995 -0.09650 0.223
C -0.74877 0.08029 7.18213 -0.484
O 0.34090 0.98403 7.16587 -0.496
H -1.31959 0.19535 6.25771 0.158
H -0.37322 -0.94366 7.25079 0.266
H -1.39385 0.30124 8.03600 0.281
H 0.82834 0.85891 7.99782 0.298
C -8.66883 -1.71727 -5.91824 -0.519
O -7.68979 -0.87688 -5.33548 -0.481
H -8.17031 -2.55773 -6.40685 0.187
H -9.33632 -2.09499 -5.13978 0.266
H -9.23929 -1.15343 -6.66033 0.276
H -8.16164 -0.14094 -4.90987 0.284
C -0.54816 -5.78232 0.83989 -0.559
O 0.44255 -4.90615 1.34506 -0.465
H -1.30525 -5.19664 0.31316 0.223
H -0.08982 -6.49032 0.14501 0.267
H -1.01715 -6.31957 1.66780 0.259
H 1.09991 -5.45395 1.80679 0.287
C -1.48608 5.00394 -3.21576 -0.569
O -0.36646 5.53277 -2.52935 -0.453
H -2.32367 5.69851 -3.11745 0.237
H -1.24095 4.87961 -4.27343 0.292
H -1.76100 4.04089 -2.77874 0.230
H 0.36023 4.89533 -2.63422 0.263
```

Entry 3:
DFT (the ωB97M-V functional and the def2-TZVPD basis) results for a molecular structure, C17H58F3O15Y in a non-equilibrium geometry.

E in a.u.: -2148.04728
Relative energy (zero: lowest compared OMol25 entry of this formula, charge and spin) in kJ/mol: 1067.6
E_HOMO in eV: -13.024
Net charge: +2
Frontier orbital gap in eV: 1.722

```
94
Properties=species:S:1:pos:R:3:mulliken_charge:R:1
Y 1.89483 -3.53825 1.91256 1.825
C 0.62104 -1.11620 -0.31196 1.625
O -0.42141 -0.45312 0.26844 0.626
O 0.75581 -2.42597 0.18745 -0.255
C 0.44840 -1.04682 -1.84183 -0.197
F 1.42741 -1.63108 -2.52707 -0.307
F -0.70513 -1.65355 -2.19417 0.118
F 0.31845 0.21898 -2.21500 -0.176
C -0.17423 0.03685 1.57742 0.686
C -1.44144 0.73732 2.09196 -0.723
H -1.12744 1.44453 2.85949 -0.139
H -2.06977 1.14936 1.30450 -0.222
H -2.17384 0.10630 2.60714 0.529
H 0.65497 0.74586 1.58770 0.002
H -0.06461 -0.84781 2.23846 -0.480
H 1.59017 -0.60236 -0.19130 -0.649
C -5.88433 1.53119 1.99914 -0.472
O -6.52433 0.76816 0.99146 -0.514
H -5.51790 2.48205 1.60124 0.199
H -6.62156 1.76850 2.76817 0.366
H -4.97883 1.10038 2.44684 0.114
H -7.22831 0.27733 1.41976 0.315
C -2.65640 3.47756 4.60538 -0.357
O -1.63545 3.70118 5.59369 -0.573
H -2.68882 2.42097 4.31070 0.071
H -3.61434 3.73257 5.04944 0.371
H -2.40820 4.06678 3.72058 0.180
H -0.82324 3.59200 5.08232 0.365
C 4.59043 -0.11369 -2.02891 -0.070
O 4.67384 0.58259 -3.25992 -0.532
H 3.67428 -0.71151 -1.98581 -0.273
H 5.44313 -0.78104 -1.86801 0.371
H 4.52747 0.62392 -1.22878 0.133
H 3.88058 0.37994 -3.76268 0.349
C -2.68060 -0.26670 -4.09302 -0.289
O -4.01503 0.24153 -4.30779 -0.557
H -2.61848 -0.31263 -2.99451 -0.111
H -2.66944 -1.34204 -4.31576 0.285
H -1.93207 0.35054 -4.57012 0.327
H -4.56135 -0.17098 -3.63625 0.297
C -0.93851 -3.43991 -5.74280 -0.148
O -2.30091 -3.48112 -6.09550 -0.517
H -0.64635 -4.41606 -5.34776 0.211
H -0.31670 -3.23937 -6.62437 0.299
H -0.73248 -2.62019 -5.05513 -0.122
H -2.57625 -4.33803 -6.42161 0.310
C 0.46767 -4.87654 -2.58204 -0.017
O -0.43566 -4.46231 -1.58333 -0.521
H 0.18114 -5.84070 -2.99102 0.353
H 0.43318 -4.12495 -3.38020 -0.124
H 1.51494 -4.89216 -2.24365 -0.020
H -0.12467 -3.70819 -1.08088 0.073
C -1.67932 3.36903 -0.62232 -0.133
O -1.40124 4.47552 0.21642 -0.484
H -0.79685 2.74162 -0.74461 -0.197
H -2.46998 2.74866 -0.18285 0.172
H -2.04111 3.63388 -1.62059 0.372
H -2.24268 4.73538 0.60243 0.319
C 1.12675 3.81831 2.41437 -0.364
O 0.54430 3.15208 3.51008 -0.343
H 1.24168 3.20353 1.50807 -0.042
H 0.42893 4.56090 2.02881 0.268
H 2.11147 4.24216 2.61749 0.279
H 1.02181 2.34061 3.71092 0.161
C 4.18030 -3.57050 -0.82704 -0.500
O 3.81230 -3.10840 0.52456 -0.394
H 3.47318 -3.09873 -1.50328 0.170
H 5.23401 -3.45551 -1.06163 0.339
H 4.00733 -4.64764 -0.85218 0.324
H 4.30733 -2.29995 0.77104 0.355
C 2.28059 2.35048 -1.39420 0.919
O 2.16627 3.25924 -2.46409 -0.578
H 2.99295 2.66439 -0.62919 0.227
H 1.29717 2.23775 -0.94171 -0.655
H 2.54581 1.37582 -1.81655 -0.331
H 3.00023 3.67953 -2.68658 0.327
C -3.40506 -1.81095 -0.15984 -0.090
O -2.52758 -2.71448 0.50160 -0.649
H -3.24540 -1.76092 -1.24084 0.078
H -4.46469 -1.93705 0.04655 0.413
H -3.16690 -0.80436 0.20484 -0.133
H -1.71450 -2.20912 0.54190 0.233
C 0.57261 -0.21610 5.33584 -0.597
O 1.41230 0.44463 4.36100 -0.441
H 0.77345 0.19347 6.32645 0.267
H -0.51018 -0.17336 5.22874 0.251
H 0.90697 -1.26006 5.33115 0.259
H 2.07924 -0.17590 4.08491 0.199
C 4.63323 1.11583 1.49051 -0.796
O 3.78929 0.04195 1.00548 -0.177
H 4.46716 2.01342 0.90159 0.243
H 4.34447 1.36824 2.51200 0.342
H 5.67978 0.82129 1.46639 0.281
H 3.44487 -0.42780 1.76171 0.071
```

Entry 4:
DFT (the ωB97M-V functional and the def2-TZVPD basis) results for 12 unconnected molecules or ions with the total composition C17H58O12S5 in a non-equilibrium geometry.

E in a.u.: -3576.04379
E_HOMO in eV: -8.669
Net charge: 0
Frontier orbital gap in eV: 8.858

```
92
Properties=species:S:1:pos:R:3:mulliken_charge:R:1
C 2.23810 3.22255 -2.33956 -0.234
O 2.22755 3.74818 -3.63969 -0.565
H 3.22778 3.22973 -1.87623 0.218
H 1.62215 3.79665 -1.64290 0.220
H 1.91448 2.17979 -2.33851 -0.028
H 1.54857 4.42161 -3.67470 0.325
C -1.75749 3.97114 0.08260 -0.348
O -3.04391 4.48089 -0.14018 -0.575
H -1.72634 2.92082 -0.21336 0.069
H -0.99425 4.52940 -0.47551 0.355
H -1.50910 4.07015 1.13104 0.122
H -3.23125 4.36965 -1.07751 0.316
C -2.93197 2.34350 3.08727 -0.573
O -2.16621 1.15102 2.87276 -0.508
H -3.77709 2.19303 3.76316 0.334
H -2.29295 3.11519 3.53445 0.261
H -3.33018 2.72553 2.14111 0.128
H -1.23528 1.43249 2.87440 0.163
C -1.51229 -2.59434 -2.97817 0.205
O -1.28589 -2.83174 -4.31204 -0.586
H -2.50768 -2.17226 -2.77896 -0.089
H -1.48855 -3.55477 -2.46229 0.413
H -0.75776 -1.93927 -2.51643 -0.358
H -1.49938 -2.03460 -4.83378 0.455
C 0.71631 3.05060 3.22330 -0.763
O 0.38846 2.17261 2.19121 0.511
H 1.69208 2.71868 3.62653 0.090
H 0.75282 4.09157 2.91621 0.307
H 0.06848 2.90090 4.08898 0.290
H 1.03269 2.26837 1.41377 0.010
C -0.28456 -0.63773 0.19585 0.410
O 0.62744 -0.03557 -0.76257 0.510
H -1.26809 -0.15215 0.17149 -0.135
H -0.41932 -1.69257 -0.06728 0.313
H 0.08046 -0.58147 1.22245 -0.476
H 1.29585 0.48407 -0.29412 -0.303
C 2.07473 -2.30598 -3.50123 -0.375
O 2.54187 -1.36912 -2.49391 -0.561
H 2.87032 -2.96200 -3.82431 0.355
H 1.29322 -2.86391 -2.96736 0.018
H 1.59127 -1.78353 -4.32953 0.221
H 1.74238 -0.91592 -2.18178 0.247
C -4.78664 -2.50835 -1.40779 -0.932
S -5.00309 -0.85358 -2.09075 0.562
O -6.47284 -0.67673 -2.23773 -0.688
C -4.59766 0.02501 -0.55511 -0.738
H -3.73794 -2.69076 -1.15068 0.226
H -5.07983 -3.24493 -2.15694 0.349
H -5.36319 -2.68341 -0.49767 0.365
H -3.63362 -0.28596 -0.14961 0.080
H -5.37173 -0.22166 0.16303 0.466
H -4.58550 1.08127 -0.80589 0.300
C 1.21439 -0.60820 6.99380 -1.095
S 1.46608 -0.17283 5.27372 0.613
O 2.60810 -0.96862 4.76022 -0.674
C -0.01060 -0.94575 4.60912 -0.752
H 2.11506 -0.26011 7.50632 0.350
H 1.16718 -1.68464 7.14119 0.333
H 0.36130 -0.04141 7.35669 0.370
H -0.13095 -1.92575 5.07770 0.466
H 0.17492 -1.09318 3.54790 -0.046
H -0.91441 -0.35989 4.75937 0.330
C 3.53534 0.09447 1.55023 -0.349
S 3.78962 1.59979 0.59273 0.454
O 2.41003 2.15286 0.35531 -0.608
C 4.48302 2.57460 1.91668 -1.059
H 3.27286 -0.69463 0.85106 0.053
H 2.70487 0.32900 2.21609 -0.144
H 4.42289 -0.16030 2.11957 0.516
H 4.40942 3.63849 1.71547 0.351
H 5.54449 2.31867 2.00067 0.434
H 4.00799 2.32977 2.86819 0.216
C -0.96847 1.14466 -3.12315 -0.048
S -0.77706 0.80826 -4.87494 0.589
O -1.82640 -0.19359 -5.21849 -0.763
C -1.31599 2.41911 -5.46875 -1.024
H -1.97396 1.54129 -2.94823 0.478
H -0.24291 1.90755 -2.83810 0.166
H -0.85951 0.20227 -2.60281 -0.532
H -0.41635 3.03619 -5.46904 0.340
H -2.08775 2.86048 -4.83975 0.261
H -1.70003 2.29282 -6.47519 0.393
C 2.93554 -4.53133 -0.35674 -0.602
S 1.83513 -5.05951 0.94559 0.457
O 0.54350 -4.37753 0.69578 -0.548
C 1.71780 -6.77799 0.41596 -0.945
H 3.89279 -5.05956 -0.36430 0.474
H 3.12578 -3.46676 -0.23116 -0.026
H 2.51224 -4.66171 -1.35700 0.224
H 0.86204 -7.21832 0.91824 0.327
H 2.65033 -7.25085 0.71557 0.358
H 1.56626 -6.83990 -0.66106 0.284
```